31
Properties=species:S:1:pos:R:3 method="wB97M-V/def2-TZVPD" spin_multiplicity=5 relative_energy_kcal_mol=58.7 energy_ha=-3610.85356 homo_lumo_gap_ev="4.849 / 6.137" total_charge=+1
Cr -1.6597 0.9231 -2.3080
Cl 0.3351 0.4974 -0.7548
Cl 4.5650 0.1248 1.3790
Cl 2.0791 0.0659 2.9255
Cl 3.3124 -2.4105 2.2287
O -0.2778 -0.1659 -3.9768
O 0.8473 0.6896 -5.8390
O 1.8566 -0.6758 -4.6461
O -1.1330 0.9357 3.5934
O -2.9935 -0.3274 3.9370
O -1.6817 0.4017 5.5628
C -0.3081 1.4041 -6.3099
C -1.5263 1.1922 2.1920
C -2.1815 -0.3816 6.6551
C 3.0448 -0.7597 1.7469
C 2.0247 -1.7087 -3.6317
C 0.7412 -0.0353 -4.7324
C -2.0387 0.2802 4.3402
H -1.7899 -1.3907 6.5266
H -0.5559 2.2060 -5.6144
H 1.8782 -1.2133 -2.6719
H -0.7622 1.7691 1.6711
H -2.4947 1.6750 2.0615
H -3.2348 -0.6511 6.5774
H 1.2935 -2.5131 -3.5519
H -1.1916 0.8631 -6.6489
H 0.1074 1.9708 -7.1431
H -2.1218 -0.0064 7.6768
H -1.5563 0.2627 1.6234
H 3.0131 -2.1560 -3.7367
H 2.4089 -0.8660 0.8680